No. 1
{"formula": "C2H15NO4", "method": "ωB97M-V/def2-TZVPD", "elements": ["C", "N", "C", "H", "H", "H", "H", "H", "H", "H", "H", "H", "O", "H", "H", "O", "H", "H", "O", "H", "H", "O"], "coordinates": [[3.2398, -1.7587, 0.3392], [2.4161, -0.8126, 1.0895], [3.1329, 0.0412, 2.0277], [4.0629, -2.0650, 0.9820], [3.6605, -1.1790, -0.4990], [2.6515, -2.6148, 0.0017], [1.8457, -0.1729, 0.5298], [4.0400, 0.3990, 1.5329], [2.5498, 0.9168, 2.2747], [3.3642, -0.4907, 2.9404], [-1.8346, 1.9522, 0.1751], [-0.9884, 1.9850, 1.4820], [-1.6687, 1.4829, 1.0190], [-1.9120, 2.3486, -2.5166], [-2.3362, 1.1204, -1.7428], [-1.7674, 1.9134, -1.6695], [-3.5760, -0.2150, -1.0223], [-2.6217, -1.0364, -1.9026], [-3.3478, -0.4017, -1.9397], [-1.4280, -0.1994, 0.0615], [-0.0561, -0.7395, -0.1863], [-0.9781, -0.9727, -0.3235]], "nbo_charge": [-0.47, -0.06, -0.48, 0.25, 0.28, 0.28, 0.41, 0.28, 0.25, 0.27, 0.51, 0.47, -0.99, 0.49, 0.49, -1.00, 0.47, 0.50, -0.94, 0.50, 0.43, -0.94], "fmax_ha_per_bohr": 0.05702, "homo_ev": [-14.20, -14.20], "e_above_lowest_kj_mol": 68.8, "charge": 1, "total_energy_ha": -440.56794, "multiplicity": 2}

---

No. 2
{"formula": "C2H15NO5", "method": "ωB97M-V/def2-TZVPD", "elements": ["N", "C", "C", "O", "H", "H", "H", "H", "H", "H", "H", "O", "H", "H", "O", "H", "H", "O", "H", "H", "O", "H", "H"], "coordinates": [[-0.4103, 0.3153, 0.2652], [0.7987, 0.9733, -0.2428], [1.6643, 1.4700, 0.9094], [2.9340, 1.5807, 0.1685], [-0.2800, -0.6746, 0.2991], [-0.6596, 0.7759, 1.1322], [0.4723, 1.9802, -0.7084], [1.2514, 0.2824, -0.9775], [1.8762, 0.6541, 1.5976], [1.5155, 2.4621, 1.3344], [3.4455, 2.2918, 0.5659], [-3.3975, -0.2753, -1.3513], [-3.3903, 0.3711, -2.0620], [-2.4782, -0.6599, -1.4157], [-2.9458, 0.3278, 2.2168], [-3.5996, 0.1743, 1.5304], [-3.1134, 1.1503, 2.6821], [2.2402, -2.2544, 1.1062], [1.7816, -2.1066, 0.2722], [2.6092, -3.1361, 1.0003], [-0.1814, -1.8955, -2.4177], [-0.5643, -2.5064, -3.0518], [0.4317, -1.3008, -2.8531]], "nbo_charge": [-0.85, -0.23, -0.10, -0.74, 0.36, 0.37, 0.17, 0.20, 0.19, 0.18, 0.46, -0.95, 0.46, 0.49, -0.96, 0.49, 0.47, -0.93, 0.47, 0.47, -0.96, 0.48, 0.48], "fmax_ha_per_bohr": 0.08096, "homo_ev": -8.63, "e_above_lowest_kj_mol": 169.7, "smiles": "NCCO.O.O.O.O", "charge": 0, "total_energy_ha": -516.09544}

---

No. 3
{"formula": "C2H15NaO6", "method": "ωB97M-V/def2-TZVPD", "elements": ["Na", "C", "C", "O", "H", "H", "H", "H", "H", "O", "H", "H", "O", "H", "H", "O", "H", "H", "O", "H", "H", "O", "H", "H"], "coordinates": [[-0.6056, -0.3626, 0.2714], [2.4726, 1.6062, -2.5464], [1.1510, 0.7492, -2.4924], [1.0626, -0.1495, -1.4014], [2.7730, 1.8657, -3.5616], [3.2537, 1.0192, -2.0635], [2.4519, 2.5275, -1.9642], [1.0110, 0.3180, -3.4837], [0.2745, 1.3902, -2.3980], [0.6538, 0.8810, 2.0096], [1.1214, 0.4875, 2.7463], [1.3391, 1.2910, 1.4818], [-1.8098, 1.9899, 0.5686], [-2.3407, 2.7647, 0.3842], [-1.2990, 2.2276, 1.3424], [0.5162, -1.9173, 1.7183], [-0.0401, -2.3680, 2.3536], [1.1244, -1.4060, 2.2520], [-1.5057, -2.3574, -0.8179], [-2.0240, -3.0937, -0.4931], [-0.5984, -2.6552, -0.7526], [-2.6643, -1.5274, 2.0870], [-3.4681, -1.0078, 2.1021], [-2.8497, -2.2729, 2.6579]], "nbo_charge": [0.94, -0.65, -0.16, -0.33, 0.23, 0.23, 0.22, 0.24, 0.24, -0.96, 0.48, 0.49, -0.97, 0.49, 0.49, -0.95, 0.49, 0.47, -0.96, 0.49, 0.48, -0.96, 0.49, 0.48], "fmax_ha_per_bohr": 0.03814, "homo_ev": [-14.57, -14.04], "charge": 1, "total_energy_ha": -698.71471, "multiplicity": 2}

---

No. 4
{"formula": "C2H15O6", "method": "ωB97M-V/def2-TZVPD", "elements": ["C", "O", "C", "H", "H", "H", "H", "H", "H", "H", "O", "H", "H", "O", "H", "H", "O", "H", "H", "O", "H", "H", "O"], "coordinates": [[-1.8021, -0.8012, 1.0911], [-1.6547, -0.7692, -0.3464], [-0.6111, -1.6301, 1.5136], [-2.8555, -1.2231, 1.3385], [-1.8689, 0.2148, 1.6084], [-0.7752, -2.6200, 1.1945], [-0.4516, -1.6028, 2.5256], [0.3545, -1.2699, 1.0796], [-0.9160, 0.1200, -0.5217], [-0.4135, 1.5645, -1.8437], [-0.0901, 1.1550, -1.0142], [1.0153, 2.1850, -0.5761], [2.5749, 1.8631, -0.6162], [1.9669, 2.6626, -0.4774], [2.2818, -1.4703, -0.7172], [2.8731, -0.1645, -0.6816], [3.0908, -1.0208, -0.5773], [-0.0376, -1.3954, -1.4163], [0.5913, -0.1107, -1.6886], [0.7654, -1.0048, -1.8595], [-0.5143, 1.9751, 0.5783], [-2.0569, 1.3103, 0.4722], [-1.4664, 2.0325, 0.9343]], "nbo_charge": [-0.10, -0.86, -0.63, 0.14, 0.19, 0.20, 0.19, 0.21, 0.51, 0.47, -1.17, 0.50, 0.44, -1.02, 0.49, 0.45, -0.95, 0.48, 0.49, -1.02, 0.51, 0.48, -1.00], "fmax_ha_per_bohr": 0.09929, "homo_ev": -5.89, "e_above_lowest_kj_mol": 229.1, "charge": -1, "total_energy_ha": -536.62796}

---

No. 5
{"formula": "C2H16IO7", "method": "ωB97M-V/def2-TZVPD", "elements": ["I", "O", "H", "H", "O", "H", "H", "O", "H", "H", "O", "H", "H", "O", "H", "H", "C", "C", "O", "O", "H", "H", "H", "H", "H", "H"], "coordinates": [[-11.2557, -10.8100, 9.0427], [-16.4894, -9.2270, 8.3274], [-16.7275, -10.1263, 8.1020], [-15.5324, -9.2303, 8.3489], [-15.4483, -12.4266, 6.0943], [-14.5332, -12.3421, 6.3620], [-15.6661, -13.3420, 6.2696], [-13.1647, -15.5289, 10.8865], [-13.8616, -15.5883, 11.5400], [-13.2823, -14.6666, 10.4880], [-10.8200, -6.9463, 5.9687], [-9.9762, -6.8726, 5.5229], [-10.7714, -7.7789, 6.4383], [-7.2254, -7.3119, 7.6640], [-7.2902, -6.4091, 7.9755], [-8.0483, -7.7189, 7.9349], [-8.6794, -9.8255, 14.8652], [-8.0655, -9.9189, 16.3286], [-7.5568, -11.1930, 16.4857], [-9.7405, -10.7735, 14.7693], [-7.7825, -10.1201, 14.3202], [-9.1652, -8.8791, 14.6277], [-8.8600, -9.8185, 17.0680], [-7.3120, -9.1508, 16.5029], [-7.2973, -11.4192, 17.3819], [-9.8885, -10.9344, 13.8346]], "nbo_charge": [-1.00, -0.95, 0.47, 0.48, -0.95, 0.48, 0.46, -0.94, 0.46, 0.48, -0.95, 0.46, 0.49, -0.95, 0.46, 0.48, -0.09, -0.07, -0.73, -0.73, 0.17, 0.18, 0.15, 0.15, 0.47, 0.48], "fmax_ha_per_bohr": 0.04572, "homo_ev": -4.04, "charge": -1, "total_energy_ha": -910.22669}

---

No. 6
{"formula": "C2H16O6", "method": "ωB97M-V/def2-TZVPD", "elements": ["C", "C", "H", "H", "H", "H", "O", "H", "H", "O", "H", "H", "O", "H", "H", "O", "H", "H", "O", "H", "H", "O", "H", "H"], "coordinates": [[-4.5313, 1.7713, -0.1318], [-4.5643, 2.5925, 0.8766], [-5.1290, 1.7888, -0.9639], [-3.7619, 1.0314, -0.2357], [-5.3474, 3.2156, 0.8176], [-4.1451, 2.6182, 1.8351], [3.1144, -0.1696, -1.1084], [3.1988, 0.3809, -0.2868], [2.5119, 0.2388, -1.7503], [1.5872, 1.5407, -1.0522], [1.7248, 2.4355, -1.4234], [0.7391, 1.0836, -0.8331], [1.7171, -2.2601, -0.4266], [2.1816, -1.4262, -0.6615], [1.7206, -2.6946, -1.3274], [-1.3700, 1.2063, -0.3165], [-1.2264, 0.7261, 0.4525], [-2.1567, 1.7221, 0.0646], [5.4883, -3.7047, 1.0550], [5.2187, -3.5476, 1.9721], [5.6697, -4.5772, 1.1094], [-0.8895, -1.0108, 0.9486], [-1.6753, -1.6016, 0.8280], [-0.0754, -1.3594, 0.5582]], "nbo_charge": [-0.36, -0.39, 0.19, 0.18, 0.18, 0.20, -0.97, 0.50, 0.51, -1.04, 0.51, 0.54, -1.00, 0.49, 0.46, -0.97, 0.49, 0.47, -0.91, 0.46, 0.45, -1.00, 0.49, 0.52], "fmax_ha_per_bohr": 0.09284, "homo_ev": -10.69, "e_above_lowest_kj_mol": 305.0, "smiles": "C=C.O.O.O.O.O.O", "charge": 0, "total_energy_ha": -537.12901}

---

No. 7
{"formula": "C2H16O7", "method": "ωB97M-V/def2-TZVPD", "elements": ["O", "C", "C", "O", "H", "H", "H", "H", "H", "H", "O", "H", "H", "O", "H", "H", "O", "H", "H", "O", "H", "H", "O", "H", "H"], "coordinates": [[3.4535, 0.1946, 1.3974], [2.8295, 1.4101, 0.9181], [1.5420, 1.1354, 0.1827], [0.5843, 0.7009, 1.1823], [3.0008, -0.1729, 2.1408], [2.5191, 1.9726, 1.7931], [3.5770, 1.8919, 0.2908], [1.7596, 0.3387, -0.5167], [1.1588, 2.0030, -0.3573], [-0.1020, 1.3957, 1.2024], [0.0542, -0.5905, -2.8176], [0.3131, -1.2243, -3.4905], [-0.2612, -1.0835, -2.0320], [-0.2446, -2.8979, -1.0862], [-1.1075, -2.6772, -0.7116], [0.3025, -3.0183, -0.2741], [-2.8327, 1.3084, 0.9775], [-3.7536, 1.0744, 0.9994], [-2.3414, 0.5928, 1.4520], [-1.3769, -0.9412, 1.3901], [-1.5459, -0.9274, 0.4251], [-0.4412, -0.6596, 1.3815], [-2.2379, -0.2669, -1.3197], [-2.4202, 0.5838, -0.8590], [-2.4291, -0.1426, -2.2684]], "nbo_charge": [-0.73, -0.09, -0.10, -0.76, 0.47, 0.17, 0.19, 0.20, 0.18, 0.49, -0.98, 0.47, 0.50, -0.95, 0.48, 0.48, -1.00, 0.48, 0.50, -0.99, 0.48, 0.50, -1.01, 0.51, 0.50], "fmax_ha_per_bohr": 0.03123, "homo_ev": -10.38, "e_above_lowest_kj_mol": 22.2, "smiles": "OCCO.O.O.O.O.O", "charge": 0, "total_energy_ha": -612.45966}

---

No. 8
{"formula": "C2H17NO5", "method": "ωB97M-V/def2-TZVPD", "elements": ["C", "N", "C", "H", "H", "H", "H", "H", "H", "H", "O", "H", "H", "O", "H", "H", "O", "H", "H", "O", "H", "H", "O", "H", "H"], "coordinates": [[1.0074, 2.0132, 1.2731], [1.0177, 0.8377, 0.3893], [2.2826, 0.7205, -0.3400], [1.6042, 1.8231, 2.1674], [1.3507, 2.9441, 0.8205], [-0.0076, 2.0429, 1.6777], [0.2725, 1.0412, -0.2735], [2.6869, 1.7029, -0.6121], [2.1936, 0.1791, -1.2846], [3.0029, 0.1846, 0.2761], [-1.7745, -0.7780, 0.6873], [-1.5089, -0.8895, 1.6126], [-0.9993, -0.4216, 0.2273], [-2.1196, 1.8137, -0.5127], [-3.0232, 2.0664, -0.7151], [-2.1386, 0.9724, -0.0338], [0.0961, -0.6175, -3.1625], [0.6389, -0.9667, -2.4540], [-0.8223, -0.7865, -2.9388], [0.2961, -1.0061, 2.7718], [0.0326, -0.3589, 3.4429], [0.8524, -0.4789, 2.1744], [-0.2003, -2.7193, -1.2383], [-0.8074, -3.4294, -1.0090], [-0.4508, -1.9898, -0.6485]], "nbo_charge": [-0.42, -0.67, -0.42, 0.18, 0.19, 0.21, 0.37, 0.18, 0.21, 0.19, -0.97, 0.51, 0.47, -0.98, 0.48, 0.49, -0.94, 0.47, 0.47, -0.96, 0.47, 0.49, -0.95, 0.48, 0.47], "fmax_ha_per_bohr": 0.02766, "homo_ev": -9.99, "e_above_lowest_kj_mol": 144.8, "smiles": "CNC.O.O.O.O.O", "charge": 0, "total_energy_ha": -517.32656}

---

No. 9
{"formula": "C2H22MgNO14", "method": "ωB97M-V/def2-TZVPD", "elements": ["Mg", "O", "C", "C", "O", "H", "H", "H", "H", "N", "O", "O", "O", "O", "H", "H", "O", "H", "H", "O", "H", "H", "O", "H", "H", "O", "H", "H", "O", "H", "H", "O", "H", "H", "O", "H", "H", "O", "H", "H"], "coordinates": [[-1.7860, 6.7810, 8.9383], [5.0122, 8.3147, 11.7838], [5.3234, 7.0001, 11.6014], [5.7906, 6.3066, 10.2173], [6.7965, 6.9512, 9.4937], [4.4339, 6.4257, 11.8600], [5.9525, 6.6972, 12.4384], [4.8906, 6.1951, 9.6127], [6.0001, 5.2444, 10.3433], [0.0393, 3.3368, 12.4243], [-0.3380, 3.8414, 11.3718], [0.3936, 2.1195, 12.5228], [0.0568, 3.9755, 13.4131], [-4.3392, 7.4201, 11.1593], [-4.2198, 7.4264, 12.1091], [-5.1496, 7.9088, 11.0161], [-0.5133, -1.3322, 9.6760], [-0.0126, -0.7814, 10.2778], [-1.3975, -0.9659, 9.6946], [-3.6754, 4.3920, 7.2288], [-3.3731, 3.4847, 7.2692], [-4.2614, 4.4162, 6.4723], [0.4237, 8.7939, 10.8230], [1.2398, 8.7017, 11.3147], [0.2778, 9.7387, 10.7751], [2.2487, 0.5011, 17.4639], [2.2276, 0.6747, 16.5228], [1.3449, 0.6297, 17.7520], [0.7049, 6.0947, 6.6799], [0.9610, 5.1773, 6.5855], [1.4092, 6.5853, 6.2562], [5.8591, -0.9196, 11.3011], [5.1561, -0.4030, 10.9073], [6.6164, -0.7639, 10.7368], [1.0714, 8.5290, 16.1941], [0.1311, 8.3900, 16.3074], [1.3433, 7.8441, 15.5831], [-2.3660, 2.8486, 17.4570], [-2.7243, 3.6609, 17.8148], [-1.7702, 3.1337, 16.7642]], "nbo_charge": [0.21, -0.40, -0.10, -0.08, -0.42, 0.21, 0.20, 0.21, 0.18, 0.72, -0.57, -0.62, -0.53, -0.93, 0.47, 0.46, -0.95, 0.48, 0.47, -0.93, 0.47, 0.46, -0.94, 0.48, 0.46, -0.95, 0.48, 0.47, -0.94, 0.47, 0.47, -0.94, 0.47, 0.46, -0.94, 0.47, 0.48, -0.94, 0.46, 0.48], "fmax_ha_per_bohr": 0.12869, "homo_ev": -3.65, "e_above_lowest_kj_mol": 595.8, "charge": -1, "total_energy_ha": -1397.23557}

---

No. 10
{"formula": "C2H23FeO12", "method": "ωB97M-V/def2-TZVPD", "elements": ["Fe", "C", "C", "O", "O", "H", "H", "H", "O", "H", "H", "O", "H", "H", "O", "H", "H", "O", "H", "H", "O", "H", "H", "O", "H", "H", "O", "H", "H", "O", "H", "H", "O", "H", "H", "O", "H", "H"], "coordinates": [[-2.4718, 33.3586, -3.0139], [-5.8133, 34.8193, -0.8132], [-5.5612, 34.5364, -2.3150], [-6.4835, 34.7347, -3.1489], [-4.4150, 34.1501, -2.6657], [-6.3220, 33.9587, -0.3789], [-6.4778, 35.6793, -0.7307], [-4.9012, 35.1346, -0.3064], [-4.9559, 32.4108, 2.4512], [-5.7312, 32.8019, 2.0484], [-5.2279, 32.2056, 3.3457], [-6.5420, 37.7557, -2.6812], [-6.5647, 36.8092, -2.8219], [-6.4040, 38.1248, -3.5536], [-5.1201, 31.4135, -0.4583], [-5.9092, 30.8755, -0.3949], [-4.9785, 31.7377, 0.4311], [-7.6660, 32.8501, 1.6441], [-7.9053, 32.6406, 0.7413], [-8.2621, 32.3253, 2.1783], [-8.4672, 32.7871, -5.2006], [-8.3429, 32.8738, -4.2555], [-8.3652, 33.6768, -5.5387], [-9.4337, 36.3334, 0.6602], [-9.3700, 35.7783, -0.1169], [-10.1271, 35.9331, 1.1849], [-7.6150, 32.2679, -2.5295], [-6.9932, 31.6448, -2.1536], [-7.0931, 33.0504, -2.7068], [-5.1693, 35.4776, -5.5625], [-5.4150, 35.1557, -4.6952], [-5.0029, 34.6859, -6.0740], [-9.1206, 35.1476, -1.7894], [-9.6351, 35.8246, -2.2287], [-8.2644, 35.1820, -2.2161], [-3.1575, 31.4853, -2.2941], [-3.8712, 31.5215, -1.6573], [-2.9136, 30.5603, -2.3289]], "nbo_charge": [1.77, -0.74, 0.83, -0.75, -0.90, 0.24, 0.25, 0.25, -0.98, 0.48, 0.49, -0.92, 0.46, 0.49, -0.99, 0.50, 0.53, -0.96, 0.48, 0.50, -0.67, 0.49, 0.48, -0.42, 0.50, 0.50, -0.94, 0.47, 0.47, -0.94, 0.47, 0.46, -0.95, 0.50, 0.50, -1.05, 0.55, 0.54], "fmax_ha_per_bohr": 0.08465, "homo_ev": [-16.43, -15.47], "charge": 2, "total_energy_ha": -2255.78791, "multiplicity": 6}